A 3-piece molecular cluster, C3H8NS2 overall at a distorted geometry, computed with wB97M-V/def2-TZVPD.

Summary:
molecular weight = 122.2 Da
frontier orbital gap (alpha / beta) = 6.02 / 6.02 eV
F_max = 4.29 eV Å⁻¹
energy above the lowest of the compared OMol25 structures with the same formula, charge and spin = 574.02 kJ/mol
net charge = +1
calculated total energy = -26388.3409 eV

Each line ends with the Mulliken charge.
Element x y z (Å)
C 1.74855 -1.46570 -1.01824  -0.39
C 1.41971 -0.24698 -1.20529  0.17
C 0.11300 1.65157 0.52642  -0.07
N -0.43602 2.68628 0.03659  -0.32
S -1.66191 -1.11501 0.97723  -0.19
S 0.34809 1.85942 2.23844  -0.14
H 2.78474 -1.63492 -1.27919  0.32
H 1.11970 -2.06846 -0.26710  0.30
H 1.39711 0.81715 -1.41592  0.43
H -0.77516 2.58593 -0.93792  0.28
H -0.45034 3.67588 0.41538  0.22
H -0.68829 -0.35273 0.37293  0.04
H -2.45496 -0.02920 1.15788  0.19
H 0.70669 0.58902 2.39596  0.17